No. 1
{
  "formula": "C2H2N2O",
  "method": "ωB97M-V with the def2-TZVPD basis set",
  "fmax_ev_per_a": 5.21,
  "homo_energy_ev": -9.31,
  "de_lowest_kcal_mol": 102.9,
  "symbols": ["N", "N", "C", "H", "O", "H", "C"],
  "xyz": [[0.13007, 1.28089, -0.24131], [0.18187, 2.28857, -0.74143], [-0.48392, -0.93985, 0.72613], [-0.05331, -1.94766, 0.83743], [-1.62721, -0.72387, 1.08533], [1.57729, 0.44290, -0.76150], [0.52118, 0.08259, 0.12606]],
  "forces_ev_per_a": [[-0.469, 2.071, -0.722], [-1.267, -0.188, 0.947], [0.720, 0.520, -0.569], [0.132, 0.176, -0.083], [1.527, 0.534, -0.636], [-2.148, -3.644, 3.050], [1.506, 0.531, -1.987]],
  "mulliken_charge": [0.472, -0.492, 0.040, 0.327, -0.481, 0.236, -0.101]
}

=====

No. 2
{
  "formula": "C5H6N4O5",
  "method": "ωB97M-V with the def2-TZVPD basis set",
  "fmax_ev_per_a": 2.98,
  "smiles": "COC1=[NH+]/C(=C(N=O)\\N=C/O)[N+](=O)O1",
  "homo_energy_ev": -17.81,
  "de_lowest_kcal_mol": 11.8,
  "charge": 2,
  "symbols": ["N", "H", "C", "N", "H", "H", "C", "C", "H", "N", "O", "C", "C", "H", "N", "O", "H", "O", "O", "O"],
  "xyz": [[2.49088, -0.66355, 0.46530], [-0.43913, 0.45305, 1.60214], [-3.81248, 2.03259, 0.34673], [-0.48080, 0.39592, 0.61272], [-4.32571, 1.29010, -0.26206], [4.49641, -2.73052, 1.82137], [3.62771, -1.17972, 0.86992], [-1.60940, 0.92010, 0.05320], [-4.43252, 2.23133, 1.30780], [1.31673, -1.94131, -1.20087], [1.00781, -2.07847, -2.34378], [0.29068, -0.10411, -0.36451], [1.55572, -0.90205, -0.35042], [4.55956, -0.49416, 1.09443], [-0.22705, 0.03779, -1.57590], [3.66328, -2.44491, 1.23766], [-3.60048, 3.05417, -0.15135], [-2.49481, 1.45613, 0.77607], [0.02388, -0.14285, -2.71355], [-1.61027, 0.81049, -1.22491]],
  "forces_ev_per_a": [[2.038, -0.081, 0.438], [0.929, -0.392, 1.056], [-0.787, 1.990, 0.582], [-2.233, 1.050, -0.364], [0.188, 0.237, -0.173], [-2.138, 0.988, -1.833], [1.040, -0.360, 1.518], [-0.332, 0.327, -0.182], [1.527, -0.566, -1.537], [-0.724, -1.830, -1.467], [1.415, -0.170, 1.625], [1.784, -1.434, -1.538], [-1.531, 1.488, -0.724], [-1.973, -1.275, -0.668], [-0.277, 1.187, 0.463], [1.941, 0.716, 1.017], [-0.328, -1.948, 0.600], [0.160, -0.139, 0.480], [-0.429, 0.392, 0.984], [-0.271, -0.180, -0.278]],
  "mulliken_charge": [-0.286, 0.215, -0.588, 0.006, 0.341, 0.450, 0.200, 0.698, 0.270, 0.255, -0.191, 0.572, 0.253, 0.358, 0.718, -0.390, 0.328, -0.336, -0.478, -0.396]
}

=====

No. 3
{
  "formula": "C3H6N2O3",
  "method": "ωB97M-V with the def2-TZVPD basis set",
  "fmax_ev_per_a": 2.66,
  "smiles": "O=[N+]([O-])[C@@H]1NCCO1",
  "homo_energy_ev": -10.09,
  "de_lowest_kcal_mol": 116.8,
  "symbols": ["H", "H", "H", "O", "C", "H", "C", "N", "H", "H", "O", "O", "N", "C"],
  "xyz": [[-0.61657, -1.70040, 1.67164], [1.08585, 0.31052, 1.74850], [1.00288, 1.90917, 0.10149], [-0.91283, 0.98335, -0.30605], [0.49037, 0.97705, -0.04443], [-2.33258, -0.11315, 0.91820], [-0.33657, -1.04024, 0.75582], [1.15383, 0.63112, -1.45395], [0.07299, -1.86859, 0.13059], [-1.87254, -0.80627, -0.70866], [2.12574, 1.33892, -1.69833], [0.83556, -0.33782, -2.10488], [0.78390, -0.05522, 0.83794], [-1.48004, -0.22845, 0.15214]],
  "forces_ev_per_a": [[0.604, 2.049, -0.830], [-0.432, -0.525, -0.526], [-0.425, 0.611, 0.546], [0.949, 0.777, 0.539], [-1.552, -1.320, -1.717], [1.317, 0.449, -1.182], [1.099, -1.986, 0.784], [1.603, -0.013, 0.100], [-0.699, 0.851, -0.306], [-0.008, 0.570, 0.359], [-0.693, -0.185, -0.038], [-0.592, 0.283, 0.356], [0.022, -0.071, 1.512], [-1.193, -1.491, 0.402]],
  "mulliken_charge": [0.316, 0.271, 0.476, -0.420, -0.074, 0.295, -0.442, 0.961, 0.212, 0.227, -0.615, -0.570, -0.419, -0.218]
}

=====

Respective LUMO values: -0.46 -9.94 0.63 eV.